No. 1
75
Properties=species:S:1:pos:R:3:mulliken_charge:R:1 method="wB97M-V/def2-TZVPD" multiplicity=2 charge=-3 lumo_ev="6.12 / 6.04"
Cu 0.110 -0.217 -0.792 1.09
P -0.677 -3.041 -0.694 -0.08
O 0.091 -2.244 -1.792 -0.70
O -2.018 -3.517 -1.240 -0.94
O -0.837 -2.175 0.565 -0.54
O -0.064 -4.428 -0.497 -0.89
C -2.308 3.016 -1.738 -1.15
C -3.055 1.670 -2.175 -0.55
O -2.155 0.637 -1.614 -0.26
H -2.071 3.025 -0.674 0.08
H -3.074 3.788 -1.800 0.56
H -1.436 3.301 -2.327 0.33
H -3.231 1.561 -3.245 0.25
H -4.006 1.635 -1.644 0.35
H -2.693 -0.060 -1.234 0.30
C 1.475 0.476 3.504 -1.53
C 0.033 0.152 3.093 -0.49
O 0.087 -0.026 1.659 0.43
H 2.220 -0.321 3.506 0.22
H 1.505 0.733 4.563 0.60
H 1.916 1.349 3.023 0.13
H -0.558 1.019 3.386 0.30
H -0.361 -0.685 3.669 0.26
H -0.397 -0.831 1.462 0.09
C 3.341 -2.079 -2.650 -1.31
C 3.713 -2.129 -1.179 0.31
C 3.964 -0.717 -0.553 0.26
O 4.438 -0.832 0.820 0.03
C 4.906 0.315 1.462 -1.64
N 2.720 -2.923 -0.438 -0.59
H 4.186 -1.651 -3.190 0.54
H 2.505 -1.421 -2.885 -0.10
H 3.384 -3.090 -3.056 0.42
H 4.655 -2.665 -1.062 0.28
H 2.986 -0.239 -0.510 -0.34
H 4.610 -0.138 -1.213 0.33
H 4.794 0.250 2.544 0.24
H 4.358 1.225 1.220 0.39
H 5.969 0.514 1.325 0.43
H 1.803 -2.657 -0.767 0.00
H 2.798 -2.797 0.561 0.36
C 2.256 1.247 -4.287 -2.05
C 1.374 1.311 -3.011 3.64
C 1.647 2.516 -2.019 -2.36
O 0.991 2.145 -0.843 4.73
C 1.048 3.055 0.236 -5.01
N 0.022 1.202 -3.538 -0.76
H 2.307 0.229 -4.676 0.36
H 3.263 1.628 -4.118 0.33
H 1.857 1.859 -5.096 0.53
H 1.600 0.449 -2.383 -1.15
H 1.246 3.448 -2.418 0.27
H 2.711 2.565 -1.788 0.14
H 2.045 3.154 0.665 0.13
H 0.388 2.664 1.011 -0.36
H 0.761 4.073 -0.027 0.66
H -0.703 1.455 -2.882 0.11
H -0.096 0.222 -3.751 0.39
C -5.068 0.116 1.263 -1.74
C -3.749 -0.510 1.512 0.82
C -3.784 -1.612 2.606 -0.57
O -3.918 -0.843 3.811 -0.32
C -3.561 -1.561 5.031 -0.91
N -3.160 -0.956 0.250 -0.14
H -5.767 -0.470 0.666 0.36
H -4.934 1.022 0.673 0.26
H -5.576 0.306 2.208 0.40
H -3.258 0.405 1.843 -0.08
H -2.889 -2.234 2.608 0.46
H -4.619 -2.311 2.557 0.38
H -2.741 -2.268 4.898 0.33
H -4.428 -2.065 5.458 0.28
H -3.119 -0.830 5.708 0.29
H -2.216 -1.312 0.301 -0.20
H -3.551 -1.881 0.138 0.34

=====

No. 2
94
Properties=species:S:1:pos:R:3:mulliken_charge:R:1 method="wB97M-V/def2-TZVPD" relative_energy_ev=0.872 charge=+1 lumo_ev=-1.88
Zn -0.321 0.605 -0.356 0.83
C 0.483 4.859 -0.986 0.48
F -0.774 5.174 -0.703 -0.22
F 1.121 5.897 -1.478 -0.21
F 1.101 4.545 0.158 -0.23
S 0.464 3.339 -2.120 1.43
O -0.271 2.287 -1.367 -0.59
O -0.230 3.794 -3.301 -0.67
O 1.854 2.917 -2.225 -0.68
C 1.709 3.485 3.159 -0.28
O 0.318 3.654 2.870 -0.16
P -0.744 2.538 2.495 -1.09
O -0.566 1.726 1.297 2.21
O -2.118 3.362 2.487 -0.35
C -2.471 4.121 3.650 -0.83
O -0.928 1.643 3.832 -0.23
C 0.131 0.891 4.424 -0.23
H 2.080 2.510 2.846 -0.04
H 1.900 3.747 4.196 0.34
H 2.219 4.192 2.502 0.17
H -1.742 4.104 4.463 0.33
H -3.348 3.623 4.067 0.29
H -2.626 5.156 3.358 0.28
H -0.147 -0.160 4.413 0.03
H 0.255 1.150 5.476 0.38
H 1.076 1.027 3.906 0.03
C 0.034 -3.918 -0.342 -0.36
O 0.253 -3.599 1.025 -0.33
P -0.316 -2.236 1.673 -1.42
O -0.354 -1.103 0.736 1.91
O 0.750 -2.015 2.862 -0.08
C 1.101 -3.049 3.791 -0.85
O -1.649 -2.660 2.385 -0.07
C -2.016 -3.992 2.916 -0.74
H 0.946 -4.159 -0.891 0.17
H -0.292 -3.049 -0.916 -0.11
H -0.642 -4.759 -0.486 0.37
H 0.917 -4.010 3.319 0.34
H 0.740 -2.916 4.812 0.25
H 2.178 -2.909 3.931 0.28
H -2.796 -4.387 2.272 0.20
H -2.299 -3.739 3.929 0.29
H -1.158 -4.638 2.746 0.36
C 3.829 -0.754 1.933 -0.53
O 3.658 0.664 1.691 -0.20
P 3.038 1.121 0.265 -1.52
O 1.629 0.706 0.226 2.40
O 3.251 2.690 0.350 0.00
C 4.466 3.286 -0.112 -0.93
O 3.997 0.549 -0.855 -0.28
C 3.944 -0.780 -1.319 -0.42
H 3.565 -0.823 2.993 0.22
H 4.879 -1.040 1.920 0.28
H 3.100 -1.324 1.366 0.16
H 5.292 2.590 -0.265 0.36
H 4.707 4.097 0.569 0.27
H 4.294 3.686 -1.116 0.25
H 3.164 -1.449 -0.938 -0.02
H 4.889 -1.278 -1.099 0.38
H 3.730 -0.797 -2.388 0.23
C 1.643 0.988 -4.775 -0.77
O 1.960 -0.228 -4.069 -0.28
P 0.872 -1.020 -3.298 -1.81
O 0.457 -0.416 -2.009 1.51
O -0.234 -1.178 -4.484 -0.19
C -1.578 -1.459 -4.121 -0.30
O 1.431 -2.503 -3.069 0.05
C 1.930 -3.238 -4.204 -0.96
H 2.374 1.740 -4.480 0.25
H 0.699 1.488 -4.567 0.34
H 1.855 0.773 -5.821 0.33
H -1.905 -0.844 -3.278 -0.16
H -1.744 -2.478 -3.752 0.18
H -2.183 -1.246 -4.997 0.39
H 1.967 -2.631 -5.109 0.36
H 1.236 -4.045 -4.436 0.27
H 2.925 -3.583 -3.939 0.30
C -4.815 0.986 -2.584 -0.70
O -4.196 -0.331 -2.496 -0.22
P -3.440 -0.593 -1.105 -1.77
O -2.233 0.242 -0.910 1.10
O -4.599 -0.290 -0.023 -0.27
C -4.385 -0.523 1.346 -0.43
O -3.021 -2.109 -1.042 0.57
C -3.936 -3.223 -1.010 -0.77
H -4.519 1.651 -1.777 0.35
H -5.892 0.874 -2.679 0.26
H -4.467 1.401 -3.529 0.29
H -4.706 0.305 1.974 0.34
H -3.382 -0.826 1.655 -0.06
H -4.955 -1.409 1.661 0.28
H -3.822 -3.710 -0.048 0.06
H -3.653 -3.889 -1.825 0.26
H -4.937 -2.864 -1.252 0.36

=====

No. 3
69
Properties=species:S:1:pos:R:3:mulliken_charge:R:1 method="wB97M-V/def2-TZVPD" relative_energy_ev=0.532 charge=0 lumo_ev=0.64 smiles=COC[C@H](C)N.COC[C@H](C)N.COC[C@H](C)N.CC(C)O.CO
C -1.113 -3.534 0.641 -1.13
C -0.921 -4.859 1.411 0.58
C -2.265 -5.438 1.799 -0.96
O -2.300 -6.723 2.447 -0.41
C -1.660 -6.652 3.691 -0.68
N 0.010 -5.766 0.680 -0.58
H -1.591 -3.704 -0.343 0.38
H -0.076 -3.149 0.408 -0.05
H -1.683 -2.759 1.158 0.46
H -0.443 -4.638 2.349 0.28
H -2.823 -5.614 0.882 0.40
H -2.866 -4.698 2.328 0.41
H -2.024 -7.515 4.200 0.27
H -1.907 -5.663 4.140 0.33
H -0.591 -6.771 3.594 0.22
H -0.409 -6.137 -0.180 0.25
H 0.212 -6.595 1.203 0.25
C -0.998 3.249 -0.379 -0.70
C -1.712 3.727 0.889 0.22
C -2.425 5.115 0.794 -0.86
O -1.527 6.148 0.276 -0.31
C -2.205 7.351 -0.084 -0.72
N -2.728 2.785 1.323 -0.69
H -1.639 3.276 -1.266 0.35
H -0.507 2.299 -0.230 -0.16
H -0.221 3.946 -0.646 0.46
H -0.996 3.740 1.691 0.25
H -2.782 5.398 1.777 0.41
H -3.288 5.016 0.131 0.37
H -2.997 7.690 0.636 0.28
H -2.744 7.266 -1.032 0.31
H -1.402 8.130 -0.230 0.22
H -2.296 1.867 1.484 0.23
H -3.406 2.606 0.558 0.33
C 2.671 1.294 0.977 -1.86
C 1.864 0.109 0.520 2.83
C 2.801 -0.973 -0.064 -1.31
O 2.059 -2.059 -0.499 -0.12
C 2.857 -3.218 -0.808 -0.94
N 1.072 -0.342 1.645 -0.62
H 3.431 1.085 1.689 0.57
H 2.016 2.048 1.419 0.43
H 3.191 1.827 0.141 0.25
H 1.157 0.400 -0.294 -1.43
H 3.492 -1.242 0.753 0.34
H 3.335 -0.499 -0.915 0.41
H 3.397 -3.643 0.049 0.36
H 3.583 -3.010 -1.619 0.34
H 2.242 -4.002 -1.222 0.27
H 1.424 0.094 2.512 0.25
H 1.101 -1.346 1.740 0.19
C 1.434 1.004 -3.680 -1.42
C 1.391 2.327 -2.926 1.82
C 2.829 2.906 -2.924 -1.66
O 0.442 3.157 -3.525 -0.59
H 0.428 0.587 -3.566 0.30
H 2.135 0.262 -3.267 0.23
H 1.584 1.260 -4.734 0.44
H 1.134 2.080 -1.867 -0.68
H 3.218 3.120 -3.919 0.40
H 3.561 2.252 -2.490 0.36
H 2.892 3.795 -2.309 0.45
H 0.643 4.107 -3.358 0.37
C -1.203 -0.529 -0.952 -0.34
O -1.638 -0.368 0.432 -0.63
H -2.057 -0.920 -1.508 0.52
H -0.994 0.399 -1.527 -0.01
H -0.300 -1.151 -1.024 0.08
H -0.865 -0.204 1.019 0.40